1.
C40H46BF10N3O36S | ωB97M-V with the def2-TZVPD basis set

```
! wB97M-V def2-TZVPD RIJCOSX def2/J DEFGRID3
* xyz 0 1
C -5.04619 3.45479 -1.26364
C -3.64737 3.13287 -1.47354
C -2.91628 2.94725 -2.88062
B -2.69947 4.51823 -3.34802
N -3.90263 5.42566 -3.56935
O -1.39831 5.11496 -3.58540
C -1.39228 2.37666 -2.84686
C -1.11937 0.89326 -2.27534
O 0.35846 0.65361 -2.18595
N 0.58463 -0.51638 -2.88279
O 0.98168 -0.25887 -3.99190
N -1.01759 2.21432 -4.30217
C -2.29634 1.90939 -4.99119
O -2.22752 1.64249 -6.21797
C -3.61153 2.03053 -4.02412
S -4.31152 0.35255 -3.48105
C -4.91659 2.65080 -4.77711
C -5.48196 1.64669 -5.93014
O -6.06379 2.41437 -7.05396
C -5.05009 2.34422 -8.07783
O -4.45120 3.37978 -8.48007
H -5.84941 2.69170 -0.99345
H -5.34485 4.56956 -1.31725
H -2.98452 3.04542 -0.52919
H -4.04681 5.57922 -4.59055
H -3.63764 6.37306 -3.22592
H -1.41522 5.45487 -4.51573
H -0.68615 3.00721 -2.18558
H -1.56239 0.73160 -1.22076
H -1.51264 0.07914 -2.99707
H -0.48659 3.00646 -4.68909
H -4.66533 0.51649 -2.14921
H -4.68665 3.63342 -5.31707
H -5.79418 2.76056 -4.03169
H -4.66401 0.99048 -6.38703
H -6.26585 0.91475 -5.49829
H -4.77997 1.31994 -8.53418
O 2.49562 6.15380 -3.98799
C 2.83405 5.01087 -4.10049
O 2.19822 4.09950 -4.89001
C 2.97959 2.91278 -4.85113
C 3.72319 3.06077 -3.56320
F 4.94392 2.47956 -3.63671
O 3.89663 4.45959 -3.44986
H 3.64223 2.88622 -5.72084
H 2.34540 2.02450 -4.86606
H 3.18597 2.68453 -2.68758
O -4.28159 -1.50863 -0.81391
C -3.71349 -1.46495 0.23985
O -2.65668 -2.25692 0.56648
C -2.18926 -1.81093 1.83117
C -3.39628 -1.14277 2.40283
F -3.04511 -0.10962 3.20560
O -4.04845 -0.62355 1.25919
H -1.35332 -1.12046 1.68574
H -1.84992 -2.64797 2.44106
H -4.07107 -1.81638 2.93835
O -1.24130 -4.79628 -2.27984
C -1.17967 -4.31599 -3.37519
O -1.65375 -3.07969 -3.69836
C -1.26707 -2.84122 -5.04209
C -1.07967 -4.22402 -5.57759
F -0.11003 -4.25347 -6.52397
O -0.62986 -4.94525 -4.45034
H -0.34490 -2.25290 -5.05307
H -2.03962 -2.28956 -5.58025
H -1.99223 -4.68291 -5.96872
O 4.00569 11.85600 -5.82147
C 4.34238 10.71434 -5.93630
O 3.70556 9.80450 -6.72829
C 4.48488 8.61779 -6.69212
C 5.22882 8.76323 -5.40360
F 6.45018 8.18038 -5.47883
O 5.40461 10.15993 -5.28618
H 5.14826 8.59209 -7.56147
H 3.85023 7.73037 -6.70883
H 4.69081 8.38585 -4.52897
O 3.38682 -8.84092 -1.42167
C 2.91214 -7.74293 -1.48542
O 1.60778 -7.49060 -1.78664
C 1.41722 -6.09009 -1.63016
C 2.80422 -5.55881 -1.79810
F 2.99279 -4.44331 -1.05073
O 3.61269 -6.59313 -1.27388
H 1.00520 -5.88811 -0.63750
H 0.73000 -5.70212 -2.37923
H 3.08786 -5.36121 -2.83615
O -1.69827 -2.29281 4.83775
C -0.69401 -1.70769 5.12296
O -0.10795 -0.76397 4.33257
C 0.97282 -0.22172 5.07894
C 1.27209 -1.32007 6.04741
F 1.72942 -0.82148 7.22189
O 0.00778 -1.90912 6.27236
H 0.64883 0.69934 5.57203
H 1.82138 0.00681 4.43247
H 1.96715 -2.07519 5.66937
O -0.58045 3.22869 10.78100
C -0.25498 2.07865 10.65802
O -0.90837 1.18079 9.86852
C -0.14294 -0.01469 9.89165
C 0.61424 0.11492 11.17345
F 1.82702 -0.48203 11.08332
O 0.80861 1.51065 11.29604
H 0.51135 -0.04399 9.01689
H -0.78849 -0.89416 9.87651
H 0.08063 -0.26027 12.05173
O -0.87560 -7.84032 -6.39819
C 0.32010 -7.83325 -6.35723
O 1.12101 -8.42042 -7.29126
C 2.45693 -8.07473 -6.95637
C 2.35199 -7.77137 -5.49604
F 3.24190 -6.81451 -5.13205
O 1.04817 -7.24353 -5.36807
H 2.76642 -7.20709 -7.54612
H 3.13964 -8.90041 -7.16245
H 2.46033 -8.64460 -4.84590
O 1.66185 -5.79561 2.69722
C 2.23874 -5.76776 3.74361
O 3.29528 -6.56994 4.05752
C 3.77374 -6.13730 5.32342
C 2.57184 -5.46574 5.90728
F 2.93102 -4.43943 6.71719
O 1.91601 -4.93403 4.77453
H 4.61236 -5.45007 5.17906
H 4.11232 -6.98211 5.92499
H 1.89549 -6.13946 6.44118
O 0.05132 0.80287 14.83207
C 0.13221 1.99771 14.80699
O -0.69083 2.80460 14.07770
C -0.35387 4.14112 14.42268
C 1.04979 4.00244 14.91590
F 1.31869 4.91350 15.88172
O 1.06189 2.71529 15.49647
H -1.03959 4.49996 15.19552
H -0.42719 4.79959 13.55588
H 1.80995 4.05901 14.13141
*
```

Its SMILES is C=C[C@@]1(B(N)O)[C@@H](CON=O)NC(=O)[C@]1(S)CCOC=O.O=C1OC[C@@H](F)O1.O=C1OC[C@@H](F)O1.O=C1OC[C@@H](F)O1.O=C1OC[C@@H](F)O1.O=C1OC[C@@H](F)O1.O=C1OC[C@@H](F)O1.O=C1OC[C@@H](F)O1.O=C1OC[C@@H](F)O1.O=C1OC[C@@H](F)O1.O=C1OC[C@@H](F)O1. The energy comes out at -5846.25692 a.u. The calculation puts the orbital gap at 0.2391 Eh. The calculation puts the highest occupied orbital energy at -8.0 eV.

Atomic partial charges in e from the Mulliken method, atoms 1 to 99: atom 1 (C): -0.716, atom 2 (C): -0.786, atom 3 (C): 1.367, atom 4 (B): 0.673, atom 5 (N): -0.758, atom 6 (O): -0.645, atom 7 (C): -0.492, atom 8 (C): 0.030, atom 9 (O): -0.251, atom 10 (N): 0.162, atom 11 (O): -0.226, atom 12 (N): -0.064, atom 13 (C): -0.104, atom 14 (O): -0.631, atom 15 (C): 0.284, atom 16 (S): -0.105, atom 17 (C): -0.286, atom 18 (C): -0.441, atom 19 (O): -0.389, atom 20 (C): 0.269, atom 21 (O): -0.487, atom 22 (H): 0.240, atom 23 (H): 0.226, atom 24 (H): 0.343, atom 25 (H): 0.271, atom 26 (H): 0.209, atom 27 (H): 0.294, atom 28 (H): 0.495, atom 29 (H): -0.101, atom 30 (H): 0.137, atom 31 (H): 0.285, atom 32 (H): 0.106, atom 33 (H): 0.012, atom 34 (H): 0.158, atom 35 (H): 0.281, atom 36 (H): 0.313, atom 37 (H): 0.355, atom 38 (O): -0.531, atom 39 (C): 0.649, atom 40 (O): -0.333, atom 41 (C): -0.158, atom 42 (C): 0.370, atom 43 (F): -0.294, atom 44 (O): -0.309, atom 45 (H): 0.258, atom 46 (H): 0.055, atom 47 (H): 0.284, atom 48 (O): -0.550, atom 49 (C): 0.515, atom 50 (O): -0.266, atom 51 (C): -0.308, atom 52 (C): 0.461, atom 53 (F): -0.299, atom 54 (O): -0.325, atom 55 (H): 0.260, atom 56 (H): 0.235, atom 57 (H): 0.276, atom 58 (O): -0.542, atom 59 (C): 0.480, atom 60 (O): -0.133, atom 61 (C): -0.292, atom 62 (C): 0.297, atom 63 (F): -0.320, atom 64 (O): -0.217, atom 65 (H): 0.180, atom 66 (H): 0.273, atom 67 (H): 0.282, atom 68 (O): -0.507, atom 69 (C): 0.630, atom 70 (O): -0.313, atom 71 (C): -0.362, atom 72 (C): 0.406, atom 73 (F): -0.292, atom 74 (O): -0.315, atom 75 (H): 0.285, atom 76 (H): 0.208, atom 77 (H): 0.258, atom 78 (O): -0.566, atom 79 (C): 0.695, atom 80 (O): -0.356, atom 81 (C): 0.295, atom 82 (C): 0.521, atom 83 (F): -0.296, atom 84 (O): -0.343, atom 85 (H): 0.278, atom 86 (H): -0.401, atom 87 (H): 0.166, atom 88 (O): -0.529, atom 89 (C): 0.689, atom 90 (O): -0.253, atom 91 (C): -0.431, atom 92 (C): 0.447, atom 93 (F): -0.305, atom 94 (O): -0.319, atom 95 (H): 0.273, atom 96 (H): 0.304, atom 97 (H): 0.095, atom 98 (O): -0.545, atom 99 (C): 0.691

***

2.
C40H46F6O4 | ωB97M-V with the def2-TZVPD basis set

```
! wB97M-V def2-TZVPD RIJCOSX def2/J DEFGRID3
* xyz 0 1
F -0.16757 -7.57504 -2.94279
C 0.26934 -6.62827 -2.04588
C 1.56111 -6.18435 -2.07557
C 1.96195 -5.19335 -1.24139
C 1.01461 -4.55719 -0.37785
C -0.28685 -4.99787 -0.31431
C -0.62629 -6.09019 -1.13227
H 2.25500 -6.74651 -2.68295
H 3.00424 -4.91135 -1.26396
H 1.43166 -3.85560 0.32943
H -1.03391 -4.50011 0.28614
H -1.65372 -6.42209 -1.15745
F 1.29513 -0.36545 -7.43319
C 1.28132 -1.20250 -6.38069
C 1.25204 -0.69522 -5.12081
C 0.99548 -1.48530 -4.00014
C 0.95024 -2.85355 -4.18578
C 1.08839 -3.42459 -5.48089
C 1.25272 -2.55680 -6.57890
H 1.37615 0.36856 -4.98163
H 1.01342 -1.02810 -3.02185
H 0.90065 -3.37889 -3.24346
H 1.14036 -4.49106 -5.64320
H 1.21512 -2.98244 -7.57078
F -1.84879 -4.80074 5.21682
C -2.05925 -3.58187 4.63123
C -2.77964 -2.62134 5.39570
C -3.15860 -1.38520 4.80917
C -2.77505 -1.12172 3.48095
C -2.18862 -2.16071 2.77101
C -1.80024 -3.37074 3.27548
H -3.03654 -2.88127 6.41199
H -3.64633 -0.62290 5.39859
H -3.04079 -0.18950 3.00477
H -2.06000 -2.04686 1.70476
H -1.44715 -4.18665 2.66227
F 1.34202 1.97108 6.12713
C 0.16667 2.51335 5.61835
C -0.31201 2.02613 4.40965
C -1.49685 2.50177 3.88636
C -2.23806 3.43925 4.62241
C -1.75207 3.93347 5.79556
C -0.46715 3.54821 6.27731
H 0.28011 1.30964 3.85971
H -1.78894 2.16436 2.90288
H -3.18275 3.82235 4.26577
H -2.34163 4.70964 6.26073
H -0.12213 3.97398 7.20794
F 4.92152 1.57575 -0.75007
C 4.03070 1.94525 -1.68672
C 4.43913 2.61487 -2.79745
C 3.57764 3.05650 -3.80383
C 2.18432 2.81246 -3.65577
C 1.75640 2.11629 -2.52845
C 2.65224 1.63619 -1.56358
H 5.49299 2.81555 -2.92199
H 3.88414 3.49366 -4.74264
H 1.47508 3.04019 -4.43777
H 0.70953 1.85901 -2.46320
H 2.27513 1.07146 -0.72377
F -1.10175 3.07985 -1.15892
C -0.49910 4.10924 -0.54595
C 0.47523 4.83902 -1.18638
C 1.01701 5.93412 -0.60598
C 0.65898 6.24767 0.71989
C -0.32286 5.52721 1.40441
C -0.91984 4.47103 0.76317
H 0.56681 4.61337 -2.23856
H 1.79687 6.47176 -1.12479
H 1.08143 7.15562 1.12432
H -0.66736 5.79632 2.39198
H -1.69718 3.86449 1.20392
C -3.87581 2.18547 0.40646
O -4.20947 3.15516 1.36125
H -4.71014 1.96685 -0.26003
H -3.09273 2.60331 -0.22623
H -3.55531 1.20105 0.74746
H -4.46392 3.95549 0.89614
C -0.05613 0.07653 0.89813
O -0.20261 -1.03539 -0.08042
H -0.91880 0.14676 1.56067
H 0.80461 0.00919 1.56348
H 0.00933 1.04355 0.39944
H 0.66115 -1.44639 -0.16173
C -2.53444 -1.81617 -2.09895
O -2.71226 -1.07533 -0.95012
H -1.93227 -1.16115 -2.72857
H -1.96677 -2.61516 -1.62203
H -3.43833 -2.19324 -2.57741
H -1.85454 -0.89272 -0.55953
C 3.49703 -1.49140 0.85404
O 2.71365 -1.90008 -0.26071
H 3.64833 -0.41221 0.87771
H 3.01804 -1.73712 1.80182
H 4.44951 -2.02120 0.83996
H 3.19823 -1.87907 -1.08917
*
```

Its SMILES is Fc1ccccc1.Fc1ccccc1.Fc1ccccc1.Fc1ccccc1.Fc1ccccc1.Fc1ccccc1.CO.CO.CO.CO. The energy comes out at -2451.81997 a.u. The calculation puts the orbital gap at 0.3516 Eh. The calculation puts the highest occupied orbital energy at -9.2 eV.

The Mulliken scheme yields these atomic charges, measured in e: atom 1 (F): -0.331, atom 2 (C): 0.210, atom 3 (C): -0.344, atom 4 (C): -0.682, atom 5 (C): -0.118, atom 6 (C): -0.321, atom 7 (C): -0.568, atom 8 (H): 0.427, atom 9 (H): 0.422, atom 10 (H): 0.419, atom 11 (H): 0.436, atom 12 (H): 0.375, atom 13 (F): -0.302, atom 14 (C): 0.160, atom 15 (C): -0.277, atom 16 (C): -0.416, atom 17 (C): -0.226, atom 18 (C): -0.653, atom 19 (C): -0.341, atom 20 (H): 0.389, atom 21 (H): 0.568, atom 22 (H): 0.317, atom 23 (H): 0.419, atom 24 (H): 0.381, atom 25 (F): -0.315, atom 26 (C): 0.368, atom 27 (C): -0.495, atom 28 (C): -0.783, atom 29 (C): -0.439, atom 30 (C): 0.057, atom 31 (C): -0.595, atom 32 (H): 0.410, atom 33 (H): 0.413, atom 34 (H): 0.509, atom 35 (H): 0.501, atom 36 (H): 0.437, atom 37 (F): -0.314, atom 38 (C): 0.395, atom 39 (C): -0.367, atom 40 (C): 0.392, atom 41 (C): -0.799, atom 42 (C): -0.311, atom 43 (C): -0.685, atom 44 (H): 0.374, atom 45 (H): 0.065, atom 46 (H): 0.454, atom 47 (H): 0.361, atom 48 (H): 0.415, atom 49 (F): -0.319, atom 50 (C): 0.198, atom 51 (C): -0.434, atom 52 (C): -0.752, atom 53 (C): -0.909, atom 54 (C): -0.317, atom 55 (C): 0.038, atom 56 (H): 0.410, atom 57 (H): 0.424, atom 58 (H): 0.559, atom 59 (H): 0.891, atom 60 (H): 0.175, atom 61 (F): -0.343, atom 62 (C): 0.066, atom 63 (C): -0.015, atom 64 (C): -0.782, atom 65 (C): -0.381, atom 66 (C): -0.807, atom 67 (C): 0.523, atom 68 (H): 0.450, atom 69 (H): 0.391, atom 70 (H): 0.358, atom 71 (H): 0.466, atom 72 (H): 0.067, atom 73 (C): -0.298, atom 74 (O): -0.519, atom 75 (H): 0.461, atom 76 (H): 0.043, atom 77 (H): 0.053, atom 78 (H): 0.324, atom 79 (C): -0.130, atom 80 (O): 0.142, atom 81 (H): -0.388, atom 82 (H): 0.479, atom 83 (H): 0.170, atom 84 (H): -0.256, atom 85 (C): -0.401, atom 86 (O): -0.609, atom 87 (H): 0.167, atom 88 (H): 0.062, atom 89 (H): 0.274, atom 90 (H): 0.431, atom 91 (C): -0.788, atom 92 (O): -0.234, atom 93 (H): 0.263, atom 94 (H): 0.300, atom 95 (H): 0.354, atom 96 (H): 0.154